13
Properties=species:S:1:pos:R:3 method="wB97M-V/def2-TZVPD" total_charge=+1 orbital_gap_ev="8.24 / 8.73" lumo_ev="-7.6 / -6.7" e_homo_ha="-0.58317 / -0.56669" e_above_lowest_kj_mol=441.5
O 0.39 1.53 -0.39
N 0.69 0.22 1.34
C -0.91 -0.36 -0.36
C -0.06 0.60 -1.27
C 0.23 -0.85 0.51
H -0.79 1.11 -1.94
H -1.57 0.10 0.27
H 1.58 0.51 1.66
H -0.07 0.82 1.68
H 1.13 -1.23 0.16
H -0.08 -1.72 1.27
H 0.81 0.34 -1.95
H -1.36 -1.06 -0.97


84
Properties=species:S:1:pos:R:3 method="wB97M-V/def2-TZVPD" total_charge=+1 orbital_gap_ev="3.16 / 2.17" lumo_ev="-5.4 / -5.3" s2=4.14 e_homo_ha="-0.31334 / -0.27472" multiplicity=4 e_above_lowest_kj_mol=1125.4
Nd 0.17 0.10 0.07
P -1.56 -1.90 -1.48
P 0.98 2.81 -0.65
F 3.33 -0.01 1.83
F 2.15 -4.42 0.42
F 4.90 -1.54 1.62
F 2.74 -2.99 -1.08
F 1.54 -3.66 2.74
F 3.87 -0.71 -0.16
F 3.74 -3.71 2.70
F 2.68 -2.02 3.59
F 4.25 -3.72 0.27
O 1.37 -1.55 0.92
C -1.24 -1.21 3.75
C 0.20 0.25 -4.48
C -1.58 2.59 -3.37
C -0.46 3.85 -0.19
C -1.41 1.22 -2.72
C -3.20 1.35 1.90
C 2.57 -2.18 1.19
C 2.65 3.37 -0.26
C -0.43 3.55 -3.15
C 1.19 1.43 -4.38
C 1.58 1.95 -3.06
C -2.26 0.57 2.73
C 1.25 -0.59 -1.88
C 0.90 3.09 -2.43
C 2.65 -2.89 2.56
C -3.11 -2.11 -2.39
C -2.34 -0.83 2.94
C 3.70 -1.13 1.14
C -0.95 0.21 -3.51
C -1.09 1.05 3.39
C -1.32 -3.66 -1.13
C 0.71 0.00 4.92
C -3.36 -1.75 2.40
C -0.47 -0.05 4.04
C -0.62 2.45 3.46
C 0.53 -1.80 -2.13
C -0.91 -2.57 4.21
C 2.95 -3.33 0.21
H -3.08 -2.84 -3.22
H 0.05 -2.89 3.78
H 0.90 -2.66 -1.56
H -0.84 4.48 -2.74
H -2.04 1.08 -1.82
H -2.54 3.06 -3.03
H -2.15 -3.95 -0.46
H 2.15 1.05 -4.78
H -3.73 -1.39 1.44
H 0.81 -0.65 -4.33
H -0.36 -3.82 -0.61
H -1.68 -3.29 3.90
H -0.18 0.15 -5.52
H -3.32 0.90 0.90
H -3.50 -1.15 -2.75
H -1.75 2.49 -4.48
H -0.91 3.03 2.57
H 2.65 1.86 -2.83
H 2.60 4.28 0.35
H -3.83 -2.50 -1.64
H -0.36 4.83 -0.71
H 0.43 -0.30 5.94
H -0.48 3.93 0.92
H -1.41 3.36 -0.54
H -0.80 -2.61 5.31
H 3.23 3.57 -1.18
H -1.55 -0.70 -3.66
H 0.01 3.80 -4.12
H -4.22 -1.88 3.08
H -2.93 -2.75 2.25
H 0.47 2.49 3.56
H 0.63 0.40 -1.90
H 0.91 2.22 -5.10
H 3.14 2.56 0.32
H 1.47 -0.71 4.58
H -2.85 2.39 1.78
H 0.30 -2.08 -3.18
H -1.34 -4.24 -2.07
H 1.15 1.00 4.94
H 2.33 -0.40 -2.01
H 1.55 4.00 -2.63
H -4.20 1.38 2.36
H -1.04 2.97 4.34


9
Properties=species:S:1:pos:R:3 method="wB97M-V/def2-TZVPD" total_charge=-2 orbital_gap_ev="4.28 / 4.28" lumo_ev="5.5 / 5.5" e_homo_ha="0.04505 / 0.04503" e_above_lowest_kj_mol=77.5
P -1.47 0.96 -0.15
F 3.58 -0.29 0.96
F 2.75 -2.21 0.58
O 0.03 0.76 0.19
O -1.74 1.36 -1.60
O -2.10 -0.62 0.05
O -2.08 1.86 0.91
C 3.09 -1.05 -0.07
H -2.06 -0.78 -0.87


30
Properties=species:S:1:pos:R:3 method="wB97M-V/def2-TZVPD" total_charge=-1 orbital_gap_ev="5.21 / 5.78" lumo_ev="3.3 / 2.5" s2=2.04 e_homo_ha="-0.07063 / -0.12148" multiplicity=3
S -0.24 -0.06 1.51
O -0.71 2.75 0.38
N 0.53 2.41 0.66
C 0.33 -0.93 -1.13
C 1.56 -1.73 -0.68
C 1.75 4.08 -0.57
C -2.49 -2.46 1.19
C -1.41 -2.26 0.07
C 0.90 1.18 1.09
C 1.75 3.09 0.39
C -1.86 0.11 -0.53
C 2.91 2.35 0.86
C 2.38 1.19 1.24
C -0.84 -0.86 -0.05
H -0.02 -1.10 -2.16
H -2.50 -0.24 -1.41
H -2.57 -3.52 1.32
H 2.85 0.34 1.74
H -1.72 -2.55 -0.86
H 0.79 4.51 -0.90
H -0.62 -2.90 0.32
H -1.52 1.04 -1.09
H 1.62 -1.58 0.41
H -3.47 -2.17 0.76
H -2.15 -1.73 1.95
H 2.53 4.59 -1.03
H 1.54 -2.85 -1.04
H -2.49 0.67 0.18
H 2.48 -1.39 -1.36
H 0.68 0.05 -1.27


28
Properties=species:S:1:pos:R:3 method="wB97M-V/def2-TZVPD" orbital_gap_ev="7.50 / 7.50" lumo_ev="-1.0 / -1.0" e_homo_ha="-0.31277 / -0.31279" e_above_lowest_kj_mol=134.0
Br -3.22 0.16 0.24
P -0.77 -2.02 1.46
C -1.37 -2.27 -1.76
C -0.28 1.77 -0.21
C 0.00 0.54 0.65
C 0.40 3.14 0.30
C -0.66 -0.67 0.24
C 1.57 0.36 0.31
C 2.29 -0.81 0.97
C -0.65 -1.00 -1.21
H 3.21 -0.90 0.44
H 1.58 -1.61 0.63
H 1.44 3.24 0.04
H 1.98 1.44 0.41
H 0.30 3.13 1.38
H 0.53 -0.98 -1.47
H -1.24 -1.24 2.52
H 2.31 -0.65 2.06
H -1.36 1.98 -0.18
H -1.08 -3.28 -1.41
H -2.38 -1.99 -1.58
H -0.04 1.71 -1.22
H 1.63 0.17 -0.82
H -0.96 -0.18 -1.88
H -0.06 3.93 -0.11
H 0.04 0.90 1.73
H -1.93 -2.65 1.25
H -1.29 -2.24 -2.79


12
Properties=species:S:1:pos:R:3 method="wB97M-V/def2-TZVPD" orbital_gap_ev=9.90 lumo_ev=0.9 e_homo_ha=-0.33082 smiles="[H]/N=C/O.C=C=N" e_above_lowest_kj_mol=305.0
O -0.32 1.78 0.57
N -2.06 0.54 -0.03
N 2.07 -2.33 -0.02
C 1.46 -1.51 -0.75
C -1.28 1.49 -0.25
C 0.83 -0.42 -1.15
H -0.26 -0.37 -1.05
H 2.32 -3.26 -0.38
H 1.17 -0.10 -2.10
H -2.80 0.47 -0.72
H -0.20 1.15 1.30
H -1.37 2.26 -1.04


16
Properties=species:S:1:pos:R:3 method="wB97M-V/def2-TZVPD" orbital_gap_ev=10.49 lumo_ev=0.5 e_homo_ha=-0.36691 smiles="CCC=O.O.O" e_above_lowest_kj_mol=52.3
O -1.54 0.98 -2.91
O 0.79 -6.58 2.63
O 0.00 -1.86 1.98
C -0.84 1.88 -2.55
C 0.73 2.97 -0.76
C -0.49 2.11 -1.12
H 1.04 -6.13 3.44
H 0.94 2.83 0.30
H -0.41 1.13 -0.65
H -0.48 -1.46 1.25
H 0.62 -5.85 2.01
H 1.63 2.60 -1.26
H -0.71 -1.87 2.64
H -0.48 2.64 -3.29
H -1.36 2.61 -0.68
H 0.57 4.00 -1.04


86
Properties=species:S:1:pos:R:3 method="wB97M-V/def2-TZVPD" orbital_gap_ev=9.73 lumo_ev=0.3 e_homo_ha=-0.34755
Si -0.91 -2.83 0.39
Si -3.15 -1.50 1.67
F 3.62 -7.16 -5.57
F 1.83 -7.68 -3.99
F -2.46 6.84 3.95
F -2.80 8.96 2.06
F 3.31 -6.50 -1.84
F -6.70 1.42 -1.00
F 4.07 -8.48 -1.36
F 5.06 -5.64 -6.11
F -0.60 5.91 2.65
F -2.42 4.33 1.25
F -1.53 10.19 3.31
F 2.39 -4.73 -6.10
F 1.41 -8.49 -2.02
F -3.29 8.66 4.75
F 0.06 5.52 0.63
F 2.26 -5.17 -3.98
F -3.26 6.30 1.59
O -2.20 -2.95 1.54
O -1.23 -4.71 -1.93
O -0.72 7.54 1.09
O 4.93 -6.23 -3.98
O 4.03 2.63 0.44
N -0.44 -5.79 0.22
C -2.01 1.12 2.53
C -0.89 6.16 1.35
C -0.46 2.09 0.61
C 0.76 1.51 -0.32
C -2.27 5.65 0.94
C -0.51 8.39 2.22
C 1.99 -2.07 1.61
C 3.13 -4.89 -4.98
C -5.44 0.73 -1.24
C 3.62 -7.70 -2.39
C -3.52 -0.61 0.02
C -2.17 8.13 4.20
C 1.76 2.71 -0.74
C 4.17 -6.00 -5.15
C 0.81 -2.49 1.23
C 2.38 -8.38 -2.97
C 3.28 2.10 -0.69
C -2.37 -0.39 3.03
C 4.12 1.60 1.48
C -1.77 8.90 2.94
C 4.80 -7.52 -3.37
C -0.51 1.17 1.93
C -5.13 -0.28 0.00
B -0.85 -4.58 -0.54
H -3.33 -1.24 -0.93
H -3.15 -0.26 3.88
H 0.06 -5.58 1.10
H 4.49 2.10 2.46
H -0.18 0.07 1.75
H -5.53 0.08 1.01
H 3.77 2.35 -1.71
H -1.38 8.17 4.96
H -0.03 9.28 1.79
H -2.00 1.76 3.50
H -1.46 -0.90 3.55
H -4.56 1.45 -1.32
H -2.82 1.57 1.85
H -3.00 0.42 -0.08
H 1.48 3.16 -1.76
H 1.30 0.68 0.30
H 5.71 -7.61 -2.76
H 1.73 3.52 0.08
H -4.47 -1.93 2.21
H 0.07 -6.46 -0.38
H 3.10 -1.77 1.74
H 3.05 1.21 1.66
H 3.61 -3.94 -4.74
H -0.46 -4.58 -2.54
H -5.51 0.13 -2.23
H -2.43 5.77 -0.13
H 0.28 1.08 -1.27
H -1.44 2.14 0.02
H 0.23 7.98 2.91
H -0.25 3.17 0.98
H 0.22 1.61 2.71
H -5.63 -1.29 -0.30
H 2.61 -9.39 -3.33
H 4.82 0.76 1.13
H 4.87 -8.33 -4.10
H -1.12 -1.84 -0.67
H 3.29 0.95 -0.61